Record 1
{
  "formula": "C27H64O27S5",
  "method": "ωB97M-V/def2-TZVPD",
  "species": ["C", "O", "C", "O", "O", "C", "H", "H", "H", "H", "H", "H", "C", "O", "C", "O", "O", "C", "H", "H", "H", "H", "H", "H", "C", "O", "C", "O", "O", "C", "H", "H", "H", "H", "H", "H", "C", "O", "C", "O", "O", "C", "H", "H", "H", "H", "H", "H", "O", "S", "O", "O", "C", "C", "C", "H", "H", "H", "H", "H", "H", "H", "H", "O", "S", "O", "O", "C", "C", "C", "H", "H", "H", "H", "H", "H", "H", "H", "O", "S", "O", "O", "C", "C", "C", "H", "H", "H", "H", "H", "H", "H", "H", "O", "S", "O", "O", "C", "C", "C", "H", "H", "H", "H", "H", "H", "H", "H", "O", "S", "O", "O", "C", "C", "C", "H", "H", "H", "H", "H", "H", "H", "H"],
  "positions_angstrom": [[0.2879, -4.9696, -1.0655], [-0.3816, -5.6614, -2.0960], [-1.6190, -5.2689, -2.4098], [-2.2243, -4.3645, -1.9098], [-2.0628, -6.1044, -3.3293], [-3.2951, -5.8308, -3.9592], [0.2368, -5.5101, -0.1169], [-0.0497, -3.9448, -0.9245], [1.3653, -4.9659, -1.2441], [-4.1164, -6.1865, -3.3360], [-3.4018, -6.4769, -4.8362], [-3.3875, -4.8268, -4.3650], [-1.6592, 1.7715, 0.3506], [-1.1816, 1.3641, -0.9540], [-0.6221, 0.1429, -1.0229], [-0.3798, -0.5619, -0.0820], [-0.2838, -0.0624, -2.2649], [0.6254, -1.1058, -2.5444], [-0.7866, 1.9749, 0.9609], [-2.3553, 1.0206, 0.7062], [-2.2315, 2.6903, 0.2353], [1.6088, -0.8540, -2.1405], [0.7308, -1.3131, -3.6020], [0.3119, -2.0242, -2.0464], [-0.0735, 0.2703, -6.6646], [-0.6654, 1.3334, -5.9608], [0.0965, 1.9996, -5.1103], [1.2476, 1.7631, -4.8775], [-0.6717, 2.9043, -4.4967], [-0.1491, 3.4209, -3.2847], [0.8054, 0.6004, -7.2236], [-0.7559, -0.1375, -7.4076], [0.2147, -0.5517, -6.0067], [0.7813, 3.9565, -3.4742], [-0.0029, 2.6274, -2.5532], [-0.8718, 4.0730, -2.7969], [-2.6428, 5.0315, 2.2730], [-2.0923, 6.2867, 2.6483], [-1.4797, 6.3749, 3.8141], [-1.3166, 5.4621, 4.5857], [-1.0631, 7.6280, 3.9701], [-0.8114, 8.0458, 5.3122], [-1.9432, 4.2021, 2.2559], [-3.1027, 5.1670, 1.2928], [-3.5294, 4.8358, 2.8813], [-0.7433, 9.1276, 5.2224], [0.1020, 7.6486, 5.7509], [-1.6354, 7.8099, 5.9849], [2.4664, -2.2800, 3.1877], [1.5495, -2.4253, 2.0805], [1.9525, -1.9997, 0.7725], [0.9696, -3.9423, 2.0095], [0.6104, -4.5194, 3.2924], [1.7545, -5.3760, 3.7687], [0.0449, -1.5212, 2.5693], [-0.2365, -5.1670, 3.0630], [0.3164, -3.7866, 4.0406], [1.5169, -5.8016, 4.7488], [2.6587, -4.7826, 3.8972], [1.9546, -6.2229, 3.1135], [-0.4158, -1.8424, 3.5101], [-0.7718, -1.7476, 1.8891], [0.2207, -0.4691, 2.7602], [0.1348, -3.6537, -4.2542], [1.0505, -4.4300, -5.0458], [1.0295, -4.3207, -6.4898], [2.5595, -3.9911, -4.6066], [2.9462, -4.1983, -3.2423], [4.3716, -3.7036, -3.0816], [0.9393, -6.1916, -4.5805], [2.8571, -5.2609, -3.0000], [2.3074, -3.6914, -2.5131], [5.1433, -4.2858, -3.5768], [4.5484, -3.6823, -2.0032], [4.4359, -2.6656, -3.4083], [1.1983, -6.2601, -3.5277], [1.5842, -6.7784, -5.2261], [-0.1054, -6.4712, -4.6953], [0.1513, 2.5848, 3.1957], [0.7502, 2.0829, 4.3961], [0.9952, 0.6639, 4.5619], [2.1555, 2.8680, 4.6276], [2.2357, 4.2166, 4.1847], [3.7014, 4.5759, 4.0722], [-0.2339, 2.6533, 5.8205], [1.6678, 4.9470, 4.7650], [1.8357, 4.3249, 3.1689], [3.8774, 5.6007, 3.7587], [4.2767, 3.8968, 3.4445], [4.0884, 4.3880, 5.0825], [0.0109, 1.9571, 6.6190], [-1.2615, 2.4681, 5.5165], [-0.0024, 3.6917, 6.0244], [-3.0896, -0.1618, 3.1097], [-4.2291, 0.5514, 2.6159], [-4.2644, 1.9962, 2.6179], [-4.5677, 0.0746, 1.1308], [-5.4765, 0.8646, 0.3235], [-5.3742, 0.2887, -1.0695], [-5.7080, -0.0015, 3.5383], [-5.1743, 1.9090, 0.3381], [-6.4564, 0.6686, 0.7658], [-5.4777, -0.7957, -1.0930], [-4.4546, 0.5418, -1.5986], [-6.1628, 0.6832, -1.7165], [-5.3806, -0.3783, 4.5002], [-6.2675, -0.7143, 2.9328], [-6.4133, 0.8234, 3.6300], [3.5045, 3.6663, -0.0155], [2.4285, 2.7374, -0.2545], [1.0362, 3.0926, -0.1535], [2.6532, 2.1145, -1.7514], [4.0147, 1.9611, -2.1671], [4.1075, 0.9905, -3.3274], [2.6398, 1.1949, 0.7062], [4.5505, 1.4842, -1.3383], [4.4646, 2.9215, -2.4079], [3.6030, 0.0394, -3.1839], [5.1546, 0.8566, -3.6045], [3.6791, 1.4720, -4.2115], [2.1227, 0.3192, 0.3257], [2.1603, 1.4244, 1.6612], [3.7112, 1.1126, 0.8688]],
  "atomic_forces_ev_per_a": [[0.75, 0.24, 1.19], [0.04, -0.26, -0.07], [-0.03, 0.44, 0.78], [-0.09, 0.14, -0.10], [0.40, -0.56, -0.91], [-0.98, -0.74, -0.73], [-0.61, 0.02, -0.05], [-0.17, -0.10, -0.12], [-0.24, 0.01, -0.53], [-0.07, 0.76, 0.31], [0.67, -0.12, 0.09], [0.01, 0.27, 0.67], [0.14, -0.16, -0.61], [-0.68, -0.22, -0.12], [0.21, 1.37, 0.95], [-0.20, -0.34, 0.11], [-0.14, 0.27, -1.78], [0.72, -0.98, 0.90], [-0.23, -0.25, 0.45], [0.40, -0.18, 0.38], [0.19, 0.07, -0.39], [0.00, 0.14, 0.01], [-0.46, 0.48, -0.14], [-0.11, 0.04, -0.09], [0.93, -0.68, -0.63], [-1.00, 0.16, -0.53], [-0.42, -0.15, 0.87], [0.57, 0.08, -0.02], [-0.39, -0.13, -0.45], [0.56, 0.07, 0.89], [0.07, 0.06, 0.24], [-0.43, 0.35, 0.26], [0.03, 0.17, 0.14], [-0.02, -0.04, 0.13], [0.33, -0.09, -0.31], [-0.21, 0.17, -0.62], [-1.34, -0.16, -0.22], [0.23, 0.42, -0.51], [0.04, -0.69, -0.10], [0.01, 0.18, 0.32], [-0.11, 0.06, 0.24], [-0.03, 0.51, 0.15], [0.17, 0.11, 0.28], [0.59, 0.19, -0.19], [0.44, -0.35, 0.46], [0.14, -0.03, 0.17], [0.10, -0.17, -0.31], [-0.11, -0.17, -0.19], [-0.18, -0.67, -0.78], [-1.43, 1.53, 1.74], [-0.03, -1.04, 0.20], [0.46, 1.27, -0.19], [0.28, -1.03, -0.30], [0.26, -0.18, 0.73], [-0.72, -0.93, 0.30], [-0.18, 0.25, 0.02], [0.09, 0.22, -0.24], [-0.08, 0.06, -0.03], [-0.01, 0.01, -0.11], [-0.03, 0.16, -0.21], [0.90, -0.45, 0.23], [0.43, 0.46, -0.63], [0.34, 0.04, -0.70], [0.10, -0.47, -0.12], [0.67, -0.21, -0.92], [0.08, -0.08, 1.51], [-1.16, -0.55, -0.49], [0.53, -0.21, 0.33], [-0.40, 0.38, 0.57], [0.15, 1.05, -0.13], [0.26, -0.02, -0.11], [-0.16, 0.36, -0.53], [-0.17, -0.16, -0.10], [0.29, -0.12, -0.05], [0.01, -0.02, -0.14], [-0.03, -0.20, -0.21], [0.10, 0.14, -0.06], [0.03, 0.08, -0.05], [0.15, -0.22, -0.13], [-0.13, 0.02, 1.26], [0.17, 1.61, -0.22], [-0.92, -1.05, 0.19], [0.23, 1.14, -2.30], [0.35, -0.72, 1.50], [0.58, -1.07, -0.93], [0.05, -0.40, 0.60], [-0.32, -0.44, 0.17], [-0.15, 0.05, 0.08], [-0.37, 0.00, -0.34], [0.40, 0.53, -0.12], [0.16, 0.28, 0.18], [-0.07, 0.37, 0.00], [-0.22, 0.05, 0.01], [-0.45, 0.11, -0.65], [-1.45, 0.73, 0.51], [0.39, -0.62, 0.04], [1.07, -0.26, 0.78], [0.13, -0.70, -0.25], [-0.29, 0.01, -0.79], [0.04, 0.35, -0.88], [-0.21, 0.01, 0.26], [-0.16, 0.53, -0.24], [0.01, 0.00, 0.25], [0.21, 0.04, 0.41], [-0.14, 0.09, 0.25], [-0.08, -0.12, -0.02], [0.48, -0.49, 0.19], [0.44, 0.31, 0.25], [-0.78, -0.32, 0.25], [-0.15, -2.06, -0.75], [1.08, 0.30, -0.34], [-0.80, 0.88, 0.66], [0.62, -1.22, 0.48], [-0.24, 1.09, -1.06], [0.02, 1.64, 0.60], [0.19, 0.42, 0.09], [-0.08, 0.04, 0.07], [0.07, -0.02, 0.26], [0.08, -0.25, 0.36], [-0.29, -0.25, 0.08], [0.18, 0.15, -0.56], [0.15, 0.07, 0.08], [-0.03, -0.46, -0.08]],
  "mulliken_charge": [-0.30, -0.30, 0.81, -0.54, -0.32, -0.80, 0.32, -0.09, 0.21, 0.32, 0.28, 0.34, 0.40, -0.39, 0.81, -0.41, -0.34, 0.37, 0.03, -0.10, -0.07, 0.02, -0.03, -0.16, -0.39, -0.37, 0.83, -0.54, -0.40, -0.12, 0.29, 0.25, 0.03, 0.35, -0.20, 0.24, -0.37, -0.40, 0.82, -0.53, -0.34, -0.69, -0.03, 0.36, 0.37, 0.24, 0.26, 0.33, -0.70, 0.99, -0.40, -0.07, -0.29, -1.20, -0.72, 0.34, 0.29, 0.40, 0.29, 0.29, 0.53, 0.49, -0.26, -0.43, 1.15, -0.69, -0.40, 0.80, -1.49, -0.79, 0.31, -0.29, 0.38, 0.41, 0.26, 0.20, 0.36, 0.26, -0.49, 1.15, -0.72, -0.34, 0.31, -1.40, -0.99, 0.21, 0.12, 0.37, 0.29, 0.37, 0.43, 0.27, 0.28, -0.57, 1.43, -0.63, -0.27, -0.12, -1.19, -1.27, 0.24, 0.43, 0.32, 0.19, 0.41, 0.38, 0.35, 0.36, -0.69, 1.01, -0.45, -0.08, -0.32, -0.87, 0.10, 0.36, 0.28, -0.01, 0.47, 0.22, -0.35, -0.32, 0.65],
  "molar_mass_g_mol": 981.12,
  "de_lowest_kcal_mol": 0.0,
  "gap_ev": 10.48,
  "lumo_ha": 0.0092,
  "max_force_ev_per_a": 2.72,
  "homo_ha": -0.3758,
  "smiles": "CCOS(C)(=O)=O.CCOS(C)(=O)=O.CCOS(C)(=O)=O.CCOS(C)(=O)=O.CCOS(C)(=O)=O.COC(=O)OC.COC(=O)OC.COC(=O)OC.COC(=O)OC"
}

***

Record 2
{
  "formula": "C27H65N2O10S2",
  "method": "ωB97M-V/def2-TZVPD",
  "species": ["C", "C", "N", "C", "C", "N", "C", "C", "C", "C", "S", "O", "O", "O", "S", "C", "O", "O", "C", "C", "O", "H", "H", "H", "H", "H", "H", "H", "H", "H", "H", "H", "H", "H", "H", "H", "H", "H", "H", "H", "H", "H", "H", "H", "H", "H", "C", "C", "O", "C", "C", "H", "H", "H", "H", "H", "H", "H", "H", "H", "H", "C", "C", "O", "C", "C", "H", "H", "H", "H", "H", "H", "H", "H", "H", "H", "C", "C", "O", "C", "C", "H", "H", "H", "H", "H", "H", "H", "H", "H", "H", "C", "C", "O", "C", "C", "H", "H", "H", "H", "H", "H", "H", "H", "H", "H"],
  "positions_angstrom": [[1.1406, -4.7677, -1.9821], [0.5168, -3.4683, -1.4722], [-0.8003, -3.6680, -0.8772], [-1.7574, -2.5539, -0.8348], [-1.1694, -1.1507, -0.9449], [-0.4604, -0.5496, 0.2731], [-0.3679, -1.4208, 1.5061], [0.2824, -0.6974, 2.6878], [-0.2033, -1.2224, 4.0623], [0.9908, -1.6488, 4.9249], [1.8637, -3.0497, 4.2367], [2.5112, -3.7692, 5.2762], [2.6362, -2.6329, 3.0901], [0.6101, -3.8610, 3.7178], [1.1004, 0.2923, -0.1822], [2.4722, -0.7576, 0.1591], [1.1109, 1.4020, 0.7078], [1.0037, 0.5140, -1.5845], [-0.8316, -4.5624, 0.1889], [-2.1318, -5.2601, 0.4584], [0.1763, -4.7868, 0.8263], [1.5002, -5.3830, -1.1615], [0.4063, -5.2841, -2.5985], [1.9920, -4.4770, -2.5989], [0.4135, -2.8226, -2.3458], [1.2225, -3.0046, -0.7773], [-2.3997, -2.6384, 0.0417], [-2.4400, -2.6317, -1.6889], [-1.9944, -0.4689, -1.1514], [-0.5142, -1.0772, -1.8053], [-1.0201, 0.2496, 0.5871], [0.1969, -2.3168, 1.2599], [-1.3890, -1.6863, 1.7776], [0.0591, 0.3707, 2.6414], [1.3593, -0.8003, 2.6205], [-0.9169, -2.0376, 3.9989], [-0.6898, -0.3836, 4.5623], [0.6915, -1.9680, 5.9234], [1.7170, -0.8426, 5.0304], [0.7969, -4.3548, 2.8872], [2.2852, -1.5137, 0.9231], [2.7695, -1.2357, -0.7703], [3.2352, -0.0701, 0.5258], [-2.7578, -4.6917, 1.1490], [-2.6846, -5.3978, -0.4696], [-1.9122, -6.2384, 0.8805], [1.0915, 4.2537, 1.8757], [-0.3667, 4.2647, 1.4521], [-1.2889, 4.3626, 2.5219], [-1.1929, 5.5317, 3.3234], [-1.4030, 6.8273, 2.5618], [1.2766, 3.4427, 2.5818], [1.7293, 4.1067, 1.0041], [1.3909, 5.1883, 2.3504], [-0.6087, 3.3179, 0.9666], [-0.5441, 5.0524, 0.7114], [-0.2365, 5.5515, 3.8577], [-1.9726, 5.4172, 4.0771], [-0.6342, 6.9899, 1.8057], [-1.3694, 7.6704, 3.2515], [-2.3723, 6.8253, 2.0619], [-4.1698, 3.3915, 7.4204], [-3.2210, 2.2433, 7.1292], [-3.7160, 1.3054, 6.1851], [-4.0104, 1.8138, 4.8987], [-2.8124, 2.4137, 4.1838], [-5.1303, 3.0140, 7.7721], [-3.7457, 4.0342, 8.1920], [-4.3518, 4.0100, 6.5405], [-3.0560, 1.6623, 8.0361], [-2.2425, 2.6255, 6.8148], [-4.8306, 2.5387, 4.9411], [-4.3831, 0.9543, 4.3386], [-2.4073, 3.2849, 4.6966], [-3.0844, 2.7338, 3.1774], [-2.0071, 1.6766, 4.1089], [2.1048, -2.8259, -5.8119], [1.3768, -4.1594, -5.8170], [0.0494, -4.0924, -5.3169], [-0.8356, -3.2384, -6.0269], [-1.0211, -3.6054, -7.4875], [2.1286, -2.4039, -4.8040], [3.1307, -2.9611, -6.1544], [1.6326, -2.0949, -6.4687], [1.8941, -4.8584, -5.1589], [1.3909, -4.6010, -6.8178], [-0.5180, -2.1927, -5.9338], [-1.7888, -3.3284, -5.5038], [-0.0946, -3.5152, -8.0548], [-1.7536, -2.9410, -7.9459], [-1.3752, -4.6322, -7.5816], [3.1202, 2.1174, -6.4679], [3.8402, 3.2133, -5.7007], [2.9779, 4.1149, -5.0293], [2.1231, 3.5529, -4.0566], [2.8444, 2.8516, -2.9172], [2.4299, 2.5487, -7.1936], [3.8453, 1.5020, -7.0012], [2.5496, 1.4603, -5.8087], [4.4077, 3.8343, -6.3927], [4.5637, 2.7786, -5.0009], [1.4013, 2.8712, -4.5236], [1.5515, 4.3944, -3.6642], [3.4179, 1.9902, -3.2649], [2.1198, 2.5022, -2.1865], [3.5361, 3.5380, -2.4256]],
  "atomic_forces_ev_per_a": [[-0.07, 0.49, 0.11], [0.23, -0.08, -0.39], [0.13, 0.31, 0.39], [-0.11, -0.43, -0.38], [-0.51, 0.02, -0.07], [-0.17, -0.66, -0.01], [0.32, -0.04, 0.51], [-0.53, 0.22, 0.00], [0.64, 0.48, 0.06], [-0.39, -0.31, 0.03], [0.42, 0.26, 0.13], [-0.02, 0.05, 0.01], [-0.27, -0.02, -0.15], [-0.11, -0.44, -0.56], [0.89, 1.14, -0.39], [-0.04, -0.62, 0.10], [-0.24, -0.20, 0.23], [-0.34, -0.47, 0.03], [-0.12, 0.27, 0.05], [-0.19, 0.00, -0.18], [0.37, -0.24, 0.34], [-0.10, -0.13, -0.10], [0.15, -0.16, -0.04], [0.00, -0.21, -0.07], [-0.17, 0.06, 0.08], [-0.03, 0.17, 0.16], [0.07, -0.06, 0.04], [0.06, 0.19, -0.06], [0.00, -0.04, 0.03], [0.20, 0.07, 0.17], [0.19, 0.19, -0.15], [-0.14, -0.16, -0.18], [-0.03, -0.05, -0.23], [-0.03, -0.04, -0.05], [0.07, 0.12, 0.02], [-0.05, -0.02, -0.12], [-0.09, -0.19, 0.16], [-0.07, 0.03, -0.04], [0.12, -0.11, -0.04], [-0.03, 0.13, 0.26], [-0.05, 0.10, 0.06], [-0.01, 0.09, -0.04], [-0.03, 0.04, -0.05], [0.04, -0.08, 0.11], [-0.05, 0.06, 0.03], [-0.03, 0.11, 0.17], [-0.03, 0.04, 0.11], [0.03, 0.05, -0.08], [0.06, 0.00, -0.06], [0.04, 0.09, 0.04], [-0.02, -0.06, -0.09], [0.02, -0.01, 0.00], [0.00, -0.02, -0.01], [-0.02, 0.03, -0.04], [-0.01, 0.00, -0.03], [0.01, 0.03, 0.04], [0.02, -0.01, -0.04], [-0.01, 0.00, -0.01], [0.03, 0.02, 0.04], [-0.02, 0.00, 0.01], [-0.01, 0.01, 0.01], [-0.05, -0.02, -0.06], [0.03, 0.04, 0.05], [0.04, -0.12, 0.03], [0.02, 0.02, -0.06], [-0.08, -0.12, 0.02], [0.00, 0.00, 0.01], [0.00, -0.01, 0.02], [0.04, 0.02, 0.01], [-0.01, -0.02, 0.00], [-0.02, 0.02, -0.03], [0.02, 0.03, 0.03], [-0.03, -0.01, 0.02], [-0.06, -0.02, -0.02], [0.01, 0.00, 0.05], [0.02, 0.01, -0.01], [-0.08, 0.04, 0.02], [0.08, 0.01, 0.00], [0.02, 0.02, 0.16], [-0.06, 0.04, -0.03], [0.07, -0.07, 0.01], [0.02, -0.01, 0.00], [0.02, -0.01, 0.02], [0.02, -0.01, -0.04], [-0.05, -0.04, 0.01], [-0.03, 0.04, -0.02], [0.04, -0.01, -0.02], [0.01, -0.02, 0.02], [-0.01, 0.05, -0.01], [-0.02, 0.00, 0.01], [-0.01, 0.00, 0.00], [-0.08, 0.02, 0.03], [0.07, -0.05, -0.03], [0.01, 0.07, 0.00], [-0.09, -0.04, 0.00], [0.20, 0.13, -0.05], [0.01, 0.00, -0.01], [0.01, 0.02, -0.02], [0.04, -0.02, 0.01], [-0.01, 0.02, 0.00], [-0.03, -0.02, 0.01], [0.02, -0.03, 0.00], [0.01, 0.02, -0.01], [-0.06, -0.04, 0.01], [-0.03, 0.05, 0.02], [0.00, 0.01, -0.01]],
  "mulliken_charge": [-1.79, 0.18, 0.50, -1.09, -0.74, 0.07, -1.28, 0.19, -0.86, -1.10, 1.19, -0.62, -0.58, -0.43, 1.44, -1.14, -0.44, -0.68, 0.75, -1.56, -0.67, 0.53, 0.35, 0.38, 0.59, -0.34, 0.38, 0.45, 0.40, 0.51, 0.66, 0.10, 0.75, 0.11, 0.42, 0.62, 0.08, 0.48, 0.42, 0.36, 0.32, 0.46, 0.45, 0.30, 0.36, 0.46, -1.08, -0.13, -0.30, -0.21, -1.24, 0.21, 0.33, 0.44, 0.01, 0.34, 0.35, 0.25, 0.28, 0.41, 0.33, -1.07, -0.28, -0.44, -0.66, -0.27, 0.30, 0.39, 0.25, 0.37, 0.26, 0.38, 0.34, -0.09, 0.48, 0.03, -0.94, -0.41, -0.39, -0.22, -1.20, 0.12, 0.46, 0.29, 0.33, 0.38, 0.29, 0.33, 0.28, 0.41, 0.30, -0.90, -0.33, -0.43, -0.52, -0.49, 0.30, 0.39, 0.14, 0.35, 0.29, 0.30, 0.35, 0.27, -0.02, 0.33],
  "molar_mass_g_mol": 641.96,
  "gap_ev": 8.52,
  "total_charge": 1,
  "lumo_ha": -0.1069,
  "max_force_ev_per_a": 1.50,
  "homo_ha": -0.4200
}

***

So what do the calculations give for E_tot? Going down the list: -138492.622; -74169.633 eV.